Entry A
The following is a quantum chemistry calculation of a single C2H4N2OS molecule, from the OMol25 dataset.

Its net charge is 0. Its SMILES is [H]/N=C\NSC=O. The value obtained for the HOMO energy is -0.3464 Ha. For the frontier orbital gap, the calculation gives 9.7 eV.

Each line ends with the natural charge from an NBO analysis.
Atoms and positions in Å:
H 1.5948 -0.4421 -1.5951  0.343
N 1.9306 0.4218 -0.8832  -0.682
C 1.4305 0.4277 0.3678  0.271
N 0.6192 -0.5677 0.9197  -0.738
S -0.6142 -1.0441 -0.1868  0.433
C -1.5360 0.4491 -0.2771  0.176
O -1.0716 1.4961 0.1858  -0.535
H 1.8911 0.9459 1.0992  0.172
H 0.4131 -0.4186 1.8277  0.388
H -2.7149 0.4113 -0.6282  0.172


Entry B
The following is a quantum chemistry calculation of a single C2H4N2OS molecule, from the OMol25 dataset.

Its net charge is 0. Its SMILES is [H]/N=C\N(O)C=S. The value obtained for the HOMO energy is -0.3434 Ha. For the frontier orbital gap, the calculation gives 8.8 eV.

Each line ends with the natural charge from an NBO analysis.
Atoms and positions in Å:
H 0.6046 -1.4134 -2.2275  0.366
N 1.0672 -1.7213 -1.1721  -0.630
C 0.6739 -1.0534 -0.0902  0.232
N -0.1126 0.0531 0.0095  -0.185
O -1.1719 0.2482 -0.9535  -0.539
C -0.1074 1.0346 1.0696  -0.128
S -1.0622 2.3537 1.1379  -0.024
H 0.9300 -1.6251 0.9706  0.203
H -1.3250 1.3542 -0.7299  0.474
H 0.5035 0.7693 1.9855  0.231


On energetic grounds, entry A is preferred over the next structure by 1.600 eV.


Entry A
The following is a quantum chemistry calculation of a single C2H4N2OS molecule, from the OMol25 dataset.

Its net charge is 0. Its SMILES is [H]/N=C(/N)SC=O. The value obtained for the HOMO energy is -0.3585 Ha. For the frontier orbital gap, the calculation gives 10.4 eV.

Each line ends with the natural charge from an NBO analysis.
Atoms and positions in Å:
H 1.4886 -2.0171 -0.3995  0.353
N 1.7252 -1.0399 -0.4001  -0.673
C 0.7806 -0.3598 0.0637  0.294
N 0.8857 1.0174 0.2692  -0.852
S -0.7907 -1.1476 0.4385  0.197
C -1.9427 0.0485 -0.1676  0.237
O -3.1268 -0.1594 -0.1428  -0.516
H 1.7807 1.2802 -0.1457  0.399
H 0.6998 1.4294 1.1714  0.403
H -1.5005 0.9483 -0.6872  0.159


Entry B
The following is a quantum chemistry calculation of a single C2H4N2OS molecule, from the OMol25 dataset.

Its net charge is 0. Its SMILES is NN1OC=CS1. The value obtained for the HOMO energy is -0.3092 Ha. For the frontier orbital gap, the calculation gives 9.3 eV.

Each line ends with the natural charge from an NBO analysis.
Atoms and positions in Å:
N -0.1260 -1.6513 0.3273  -0.649
N 0.5078 -0.9710 -0.6055  -0.088
O -0.3640 -0.0262 -1.2306  -0.389
C -0.4973 1.1310 -0.4365  0.044
C 0.5904 1.3521 0.3283  -0.493
S 1.7742 0.0801 0.0740  0.379
H -0.3998 -2.4440 -0.0868  0.353
H -0.9352 -1.3373 0.8951  0.356
H -1.4323 1.8281 -0.4214  0.232
H 0.8822 2.0385 1.1563  0.255


Entry C
The following is a quantum chemistry calculation of a single C2H4N2OS molecule, from the OMol25 dataset.

Its net charge is 0. Its SMILES is [H]/N=C(/N)C(=O)S. The value obtained for the HOMO energy is -0.3585 Ha. For the frontier orbital gap, the calculation gives 9.7 eV.

Each line ends with the natural charge from an NBO analysis.
Atoms and positions in Å:
H 0.3563 -1.7533 -0.8141  0.353
N -0.4946 -1.4150 -0.3740  -0.691
C -0.4489 -0.1773 -0.0570  0.338
N -1.5571 0.5054 0.3507  -0.803
C 0.8469 0.6710 -0.0563  0.355
O 0.8075 1.8494 -0.3885  -0.527
S 2.4389 -0.1318 0.0875  0.031
H -1.5506 1.5279 0.2072  0.411
H -2.4395 0.0391 0.2265  0.404
H 2.0412 -1.1154 0.8178  0.128


On energetic grounds, entry C is preferred over the next structure by 0.236 eV.


Entry A
The following is a quantum chemistry calculation of a molecular structure, C4H7NOS2, from the OMol25 dataset.

Its net charge is 0. The value obtained for the HOMO energy is -0.3138 Ha. For the frontier orbital gap, the calculation gives 9.1 eV.

Each line ends with the natural charge from an NBO analysis.
Atoms and positions in Å:
C -1.2890 -0.3035 -1.1252  -0.657
C -0.2412 0.1404 -0.2059  0.079
C 0.5207 -1.1060 0.3423  -0.617
C 0.1614 1.8893 1.3824  0.343
H -0.6860 -0.7444 -1.8677  0.243
H -2.1973 0.2264 -1.3237  0.251
H -1.7487 -1.1976 -0.5001  0.203
H 1.1987 -0.6154 1.0588  0.234
H -0.1769 -1.5999 1.0086  0.248
H 2.5425 -1.4855 -0.8096  0.122
H -0.3919 2.3242 2.2180  0.223
N 0.9929 2.2893 0.4182  -0.637
O -0.7005 0.8465 1.0140  -0.527
S 1.4737 -2.1808 -0.6339  0.026
S 0.5417 1.5170 -0.9762  0.466


Entry B
The following is a quantum chemistry calculation of a molecular structure, C4H7NOS2, from the OMol25 dataset.

Its net charge is 0. The value obtained for the HOMO energy is -0.3222 Ha. For the frontier orbital gap, the calculation gives 8.8 eV.

Each line ends with the natural charge from an NBO analysis.
Atoms and positions in Å:
C 2.1754 -0.6380 -0.9544  -0.721
C 1.2597 0.1937 -0.1166  0.564
C 0.5637 -0.5151 0.9094  -0.640
C -2.3318 -0.0105 0.1173  -0.091
H 2.7601 0.0145 -1.7624  0.252
H 2.8935 -0.9679 -0.1672  0.234
H 1.3959 -1.3813 -1.3263  0.262
H 1.1004 -1.3571 1.1953  0.234
H 0.3617 0.0341 1.8491  0.263
H -1.2051 1.7617 0.4076  0.422
H -2.8864 1.8826 -0.2459  0.384
N -2.0537 1.2444 0.6325  -0.814
O 0.8376 1.2930 -0.3097  -0.552
S -1.0367 -1.1909 0.3548  0.313
S -3.8343 -0.3632 -0.5836  -0.110


On energetic grounds, entry A is preferred over the next structure by 0.331 eV.